8 unconnected molecules or ions with the total composition C44H43BF3N7O3, computed with the ωB97M-V functional and the def2-TZVPD basis.

Structure (XYZ):
```
101
C44H43BF3N7O3 (the ωB97M-V functional and the def2-TZVPD basis)
C -1.292 -3.043 1.367
C -0.112 -2.250 1.974
B -0.707 -0.978 2.660
O -1.636 -0.230 1.960
C -0.304 -0.486 4.111
C 0.287 -1.242 5.042
C 0.607 -0.649 6.373
O 0.485 -1.255 7.410
C 1.059 0.773 6.299
C 0.486 1.538 5.370
C 0.902 2.968 5.169
F -0.124 3.769 4.839
F 1.530 3.484 6.244
F 1.793 3.013 4.135
C -0.586 0.928 4.511
O -1.600 1.521 4.228
H -0.992 -4.018 1.007
H -1.712 -2.480 0.544
H -2.089 -3.153 2.094
H 0.484 -2.856 2.648
H 0.499 -1.926 1.138
H -2.402 -0.095 2.523
H 0.539 -2.275 4.862
H 1.828 1.149 6.951
C 0.576 5.916 2.720
C 1.647 6.778 2.542
C 1.451 7.927 1.791
N 0.290 8.252 1.226
C -0.728 7.413 1.406
C -0.640 6.240 2.140
H 0.686 5.013 3.294
H 2.614 6.564 2.976
H 2.262 8.629 1.630
H -1.661 7.702 0.934
H -1.502 5.596 2.255
C 5.367 0.095 0.509
C 4.649 -0.634 -0.424
C 3.457 -1.220 -0.028
N 2.960 -1.125 1.204
C 3.664 -0.423 2.090
C 4.865 0.205 1.796
H 6.304 0.568 0.237
H 5.005 -0.746 -1.439
H 2.862 -1.796 -0.729
H 3.237 -0.363 3.086
H 5.392 0.765 2.557
C 9.332 4.423 -1.825
C 8.376 4.418 -0.822
C 7.968 3.196 -0.310
N 8.441 2.023 -0.728
C 9.358 2.047 -1.693
C 9.836 3.213 -2.271
H 9.678 5.356 -2.251
H 7.954 5.339 -0.445
H 7.223 3.148 0.477
H 9.724 1.079 -2.015
H 10.583 3.171 -3.051
C -6.106 -3.086 -0.660
C -5.711 -2.885 0.651
C -4.768 -3.745 1.192
N -4.224 -4.761 0.529
C -4.620 -4.945 -0.731
C -5.549 -4.135 -1.370
H -6.829 -2.430 -1.124
H -6.117 -2.074 1.241
H -4.422 -3.611 2.212
H -4.160 -5.782 -1.248
H -5.826 -4.320 -2.398
C -1.639 -9.871 -3.462
C -2.342 -10.065 -2.284
C -2.754 -8.949 -1.573
N -2.511 -7.697 -1.955
C -1.833 -7.529 -3.089
C -1.378 -8.575 -3.876
H -1.301 -10.716 -4.047
H -2.567 -11.059 -1.923
H -3.309 -9.055 -0.647
H -1.647 -6.499 -3.374
H -0.833 -8.378 -4.789
C -4.545 1.051 -4.301
C -5.550 1.039 -3.349
C -6.022 -0.188 -2.910
N -5.567 -1.358 -3.354
C -4.604 -1.326 -4.273
C -4.059 -0.155 -4.776
H -4.142 1.989 -4.665
H -5.957 1.958 -2.951
H -6.802 -0.242 -2.158
H -4.252 -2.294 -4.614
H -3.273 -0.189 -5.517
C -1.257 3.784 -1.997
C -1.398 4.785 -2.944
C -1.299 4.443 -4.284
N -1.071 3.203 -4.716
C -0.935 2.255 -3.791
C -1.022 2.489 -2.427
H -1.329 4.009 -0.940
H -1.582 5.810 -2.652
H -1.406 5.195 -5.058
H -0.749 1.256 -4.171
H -0.907 1.677 -1.722
```

Computed properties:
LUMO level = -1.562 eV
gap between HOMO and LUMO = 0.28097 hartree
highest occupied orbital energy = -9.21 eV
electronic energy = -2635.89809 a.u.
2S+1 = 1
energy relative to the best compared isomer or geometry (same formula, charge and spin) = 40.6 kJ/mol
strongest force on any atom = 0.99 eV/Å
SMILES string = CCB(O)C1=CC(=O)C=C(C(F)(F)F)C1=O.c1ccncc1.c1ccncc1.c1ccncc1.c1ccncc1.c1ccncc1.c1ccncc1.c1ccncc1


7 unconnected molecules or ions with the total composition C36H73I2N4O22P2S9 in a non-equilibrium geometry, computed with the ωB97M-V functional and the def2-TZVPD basis.

Structure (XYZ):
```
148
C36H73I2N4O22P2S9 (the ωB97M-V functional and the def2-TZVPD basis)
C 5.248 -3.256 4.712
C 4.977 -2.947 3.588
C 4.625 -2.528 2.245
C 3.159 -2.807 1.895
C 2.620 -1.756 0.934
C 1.381 -2.192 0.192
N 1.697 -3.393 -0.651
C 2.700 -3.512 -1.295
S 4.008 -3.666 -2.142
O 0.375 -2.552 1.064
P -1.075 -1.603 1.068
C -0.382 -0.132 2.081
C -1.205 0.126 3.331
C -2.511 0.853 3.047
S -3.790 0.698 4.341
C -4.282 -0.990 4.120
S -3.451 -2.250 4.676
N -5.466 -1.161 3.392
C -6.495 -0.234 3.231
C -7.435 -0.853 2.498
N -7.037 -2.136 2.177
C -5.874 -2.296 2.718
P -2.415 -3.289 0.254
N -3.485 -3.702 1.334
O -3.187 -2.809 -1.096
O -1.705 -4.656 -0.229
O -0.583 -0.932 -0.468
C 0.792 -1.029 -0.664
C 1.287 -0.947 -2.084
I 2.830 0.474 -2.322
C 0.916 -1.602 -3.172
C 1.486 -1.418 -4.540
I -0.589 -3.030 -3.039
H 5.532 -3.546 5.690
H 5.297 -3.035 1.553
H 4.844 -1.462 2.173
H 2.578 -2.754 2.811
H 3.058 -3.810 1.496
H 3.386 -1.444 0.221
H 2.377 -0.872 1.513
H -2.329 -0.884 0.907
H -1.420 -2.237 2.306
H 0.601 -0.432 2.433
H -0.311 0.775 1.480
H -1.363 -0.791 3.890
H -0.622 0.783 3.979
H -2.329 1.924 3.017
H -2.960 0.561 2.105
H -6.450 0.747 3.656
H -8.366 -0.407 2.202
H -5.277 -3.185 2.631
H -3.329 -3.206 2.205
H -3.198 -1.844 -1.088
H -2.251 -5.354 0.161
H 1.216 -0.137 -0.190
H 1.005 -2.078 -5.251
H 2.557 -1.599 -4.543
H 1.297 -0.398 -4.875
O 2.708 4.224 -3.978
S 2.179 3.575 -5.138
O 2.894 2.475 -5.714
O 1.915 4.667 -6.261
C 3.004 5.556 -6.592
C 4.031 4.905 -7.496
C 0.512 3.102 -4.868
H 3.454 5.930 -5.671
H 2.528 6.396 -7.093
H 4.570 4.112 -6.979
H 4.751 5.651 -7.831
H 3.545 4.466 -8.368
H -0.032 3.953 -4.469
H 0.536 2.287 -4.145
H 0.087 2.766 -5.810
O 6.798 -0.216 -2.575
S 7.012 0.526 -3.777
O 7.156 -0.185 -5.016
O 8.280 1.466 -3.576
C 9.471 0.816 -3.067
C 10.164 -0.002 -4.132
C 5.802 1.780 -3.954
H 9.205 0.199 -2.207
H 10.105 1.623 -2.707
H 9.548 -0.848 -4.417
H 11.112 -0.385 -3.760
H 10.343 0.593 -5.028
H 5.734 2.335 -3.022
H 4.858 1.286 -4.174
H 6.083 2.433 -4.777
O 10.644 -2.697 -2.728
S 9.440 -3.440 -2.492
O 8.596 -3.098 -1.394
O 9.820 -4.983 -2.408
C 10.872 -5.354 -1.491
C 10.397 -5.402 -0.053
C 8.479 -3.524 -3.961
H 11.713 -4.671 -1.615
H 11.192 -6.339 -1.826
H 10.150 -4.409 0.318
H 11.182 -5.821 0.578
H 9.505 -6.021 0.034
H 9.120 -3.828 -4.783
H 8.068 -2.530 -4.137
H 7.674 -4.236 -3.801
O -7.161 0.156 7.131
S -8.276 -0.548 6.571
O -9.136 0.120 5.644
O -9.152 -1.128 7.769
C -9.533 -0.199 8.809
C -10.684 0.698 8.409
C -7.759 -2.093 5.918
H -8.658 0.382 9.103
H -9.808 -0.828 9.653
H -10.391 1.390 7.621
H -11.012 1.283 9.267
H -11.520 0.106 8.037
H -7.155 -2.599 6.666
H -7.175 -1.885 5.028
H -8.641 -2.672 5.660
O 1.437 2.620 -11.593
S 1.217 1.212 -11.448
O 0.068 0.749 -10.736
O 2.524 0.549 -10.853
C 3.074 1.132 -9.642
C 2.335 0.715 -8.392
C 1.273 0.433 -13.024
H 3.099 2.217 -9.755
H 4.103 0.781 -9.615
H 1.327 1.127 -8.368
H 2.869 1.074 -7.515
H 2.250 -0.371 -8.341
H 2.169 0.759 -13.544
H 0.381 0.746 -13.561
H 1.270 -0.643 -12.878
O -10.856 3.722 9.832
S -10.345 4.819 10.596
O -10.012 4.625 11.972
O -11.354 6.038 10.464
C -12.749 5.774 10.738
C -13.048 5.700 12.221
C -8.987 5.552 9.758
H -13.048 4.861 10.220
H -13.279 6.604 10.277
H -12.587 4.826 12.677
H -14.126 5.642 12.373
H -12.665 6.583 12.732
H -9.270 5.733 8.725
H -8.165 4.842 9.811
H -8.725 6.477 10.264
```

Computed properties:
LUMO level = 1.574 eV
gap between HOMO and LUMO = 0.24250 hartree
highest occupied orbital energy = -5.02 eV
electronic energy = -8151.55443 a.u.
2S+1 = 1
energy relative to the best compared isomer or geometry (same formula, charge and spin) = 0.0 kJ/mol
strongest force on any atom = 1.53 eV/Å
net charge = -1